Computed, not measured: a structure of composition C2H3FMgO2P in a non-equilibrium geometry, with the ωB97M-V functional and the def2-TZVPD basis.

```
10
Properties=species:S:1:pos:R:3:forces:R:3:mulliken_charge:R:1
C -0.036 1.265 0.558 -0.2 -1.0 1.1 0.191
H 1.390 -0.085 1.304 -0.1 0.2 -0.1 0.275
O 0.849 -0.588 -0.643 -0.1 1.0 0.0 -0.730
Mg -0.978 -0.495 -1.398 0.2 -1.2 1.0 0.851
F -2.512 -1.747 -1.175 1.1 0.3 0.3 -0.590
O -1.120 1.037 0.031 0.0 0.6 -0.6 -0.526
P -0.737 -2.775 -0.406 -1.1 0.0 -0.6 0.135
H 1.981 1.015 0.045 0.0 -0.1 0.2 0.322
C 1.129 0.357 0.318 0.1 0.1 -0.8 -0.323
H 0.033 2.016 1.365 0.0 0.2 -0.4 0.396
```
Positions in Å, forces in eV/Å.

Values from the calculation:
**HOMO (alpha / beta)**: -0.268 / -0.255 hartree
**HOMO-LUMO gap (alpha / beta)**: 0.240 / 0.226 Ha
**⟨S²⟩**: 0.7577
**Multiplicity**: 2